# 1
Here is 9 unconnected molecules or ions with the total composition C16H54N4O9 in a non-equilibrium geometry from OMol25. Energies are from the ωB97M-V functional and the def2-TZVPD basis.

Atoms and positions in Å:
C (33.5050, 19.5407, -2.8037)
C (33.8145, 21.0026, -3.0281)
C (35.3330, 21.2182, -3.0765)
O (35.8075, 20.9418, -1.7669)
C (37.2022, 20.8842, -1.7058)
N (33.2783, 21.3249, -4.3652)
H (33.6388, 19.1246, -1.8044)
H (33.9625, 18.8627, -3.5231)
H (32.4244, 19.4567, -2.9574)
H (33.3435, 21.6142, -2.2544)
H (35.5838, 22.2531, -3.3478)
H (35.8374, 20.5662, -3.7972)
H (37.4825, 20.6162, -0.6865)
H (37.7915, 21.7482, -2.0326)
H (37.5851, 20.0490, -2.3166)
H (33.6548, 22.2246, -4.6575)
H (32.2756, 21.4603, -4.3002)
C (38.0631, 14.9018, 0.5888)
C (36.5820, 14.5388, 0.4285)
C (35.8183, 15.7094, -0.1827)
O (34.4737, 15.3600, -0.4298)
C (33.8348, 16.4452, -1.0902)
N (36.4125, 13.2818, -0.3046)
H (38.5959, 14.0941, 1.0831)
H (38.1034, 15.7514, 1.2805)
H (38.4724, 15.2528, -0.3567)
H (36.1512, 14.5454, 1.4459)
H (36.2914, 15.9985, -1.1317)
H (35.8772, 16.4853, 0.5905)
H (32.7773, 16.1921, -1.2078)
H (34.1796, 16.6168, -2.1104)
H (33.8525, 17.2850, -0.3889)
H (35.3979, 13.1941, -0.4100)
H (36.6272, 12.5137, 0.3281)
C (30.0950, 18.7785, -1.4601)
C (30.4854, 18.5186, -0.0161)
C (30.0637, 19.6239, 0.9276)
O (30.5180, 19.2795, 2.2317)
C (30.1936, 20.2290, 3.2092)
N (29.8751, 17.2704, 0.4644)
H (30.4585, 19.7678, -1.7634)
H (29.0153, 18.9518, -1.5421)
H (30.4464, 18.0477, -2.1804)
H (31.5861, 18.5172, 0.0100)
H (28.9701, 19.6587, 0.9989)
H (30.5294, 20.5783, 0.6601)
H (30.7374, 21.1681, 3.0421)
H (30.3699, 19.7842, 4.1826)
H (29.1360, 20.5276, 3.1342)
H (30.2361, 16.4957, -0.0846)
H (30.2170, 17.1472, 1.4154)
C (32.1982, 9.7343, 0.1858)
C (33.1278, 10.9309, 0.3654)
C (32.5644, 12.2603, -0.1556)
O (32.5292, 12.1577, -1.5649)
C (32.1640, 13.3751, -2.1697)
N (33.4625, 11.1609, 1.7882)
H (31.1382, 9.9717, 0.3063)
H (32.4528, 8.9609, 0.9085)
H (32.3066, 9.3468, -0.8305)
H (34.0615, 10.7490, -0.1699)
H (33.2308, 13.0375, 0.2230)
H (31.5233, 12.3689, 0.1674)
H (33.0127, 14.0624, -2.1732)
H (31.3655, 13.8602, -1.5914)
H (31.8080, 13.2379, -3.1885)
H (33.5680, 10.2935, 2.2999)
H (32.6511, 11.6010, 2.2201)
O (30.8352, 19.4463, -4.9099)
H (30.6957, 18.9783, -5.7692)
H (29.9734, 19.8157, -4.6834)
O (29.9905, 15.1497, -4.1689)
H (29.3254, 15.8354, -4.0144)
H (29.5638, 14.3302, -3.8884)
O (32.1174, 16.8056, -3.9025)
H (31.4518, 16.1106, -4.0890)
H (31.6064, 17.6305, -3.8784)
O (34.2310, 17.2739, -5.8826)
H (34.0527, 18.0248, -6.4591)
H (33.4958, 17.2726, -5.2455)
O (30.5493, 17.5658, -6.9583)
H (29.7186, 17.5192, -7.4484)
H (30.5428, 16.7968, -6.3697)

Results
**Relative energy (zero: lowest compared OMol25 entry of this formula, charge and spin)**: 35.32 kcal/mol
**SMILES**: COC[C@H](C)N.COC[C@H](C)N.COC[C@H](C)N.COC[C@H](C)N.O.O.O.O.O
**Spin multiplicity**: 1
**HOMO level**: -0.332 Ha
**Orbital gap**: 8.79 eV

Charges computed using Löwdin, reported in e:
1. C -0.065
2. C -0.409
3. C -0.203
4. O -0.183
5. C -0.136
6. N 0.035
7. H 0.067
8. H 0.079
9. H 0.035
10. H 0.138
11. H 0.123
12. H 0.130
13. H 0.086
14. H 0.086
15. H 0.089
16. H 0.065
17. H 0.055
18. C -0.066
19. C -0.458
20. C -0.223
21. O -0.203
22. C -0.114
23. N 0.059
24. H 0.073
25. H 0.075
26. H 0.077
27. H 0.135
28. H 0.135
29. H 0.130
30. H 0.067
31. H 0.089
32. H 0.085
33. H 0.048
34. H 0.073
35. C -0.066
36. C -0.444
37. C -0.204
38. O -0.206
39. C -0.118
40. N 0.055
41. H 0.074
42. H 0.085
43. H 0.050
44. H 0.128
45. H 0.132
46. H 0.132
47. H 0.088
48. H 0.089
49. H 0.086
50. H 0.060
51. H 0.071
52. C -0.062
53. C -0.425
54. C -0.217
55. O -0.174
56. C -0.105
57. N 0.023
58. H 0.077
59. H 0.068
60. H 0.077
61. H 0.132
62. H 0.110
63. H 0.128
64. H 0.078
65. H 0.083
66. H 0.082
67. H 0.059
68. H 0.070
69. O -0.074
70. H 0.018
71. H 0.047
72. O -0.046
73. H 0.068
74. H 0.069
75. O -0.072
76. H 0.004
77. H -0.003
78. O -0.076
79. H 0.030
80. H -0.021
81. O -0.038
82. H 0.063
83. H 0.043



# 2
Here is 11 unconnected molecules or ions with the total composition C9H35Br2F3N3O12 in a non-equilibrium geometry from OMol25. Energies are from the ωB97M-V functional and the def2-TZVPD basis.

Atoms and positions in Å:
N (2.8713, -1.3717, -2.3465)
C (2.6080, -0.9118, -1.1455)
N (2.7734, -1.7370, -0.0351)
N (2.1786, 0.3554, -0.9976)
C (1.0043, 0.9330, -1.6960)
C (0.3272, -0.0168, -2.6502)
C (-0.3261, -1.2194, -2.0018)
C (-1.4557, -0.9047, -1.0770)
O (-2.5683, -1.3049, -1.2435)
O (-1.0878, -0.1517, -0.0178)
C (2.9892, 1.1776, -0.0901)
C (2.2622, 2.2944, 0.6350)
C (1.7535, 1.9770, 2.0242)
F (2.8201, 1.9860, 2.8660)
Br (0.9037, 0.2616, 2.1510)
C (0.7606, 3.0407, 2.5780)
F (-0.4817, 2.7847, 2.1558)
F (0.7693, 2.9834, 3.9025)
Br (1.1967, 4.8573, 2.0655)
H (3.3218, -2.2718, -2.4130)
H (3.1188, -0.7101, -3.0661)
H (2.1158, -2.5242, -0.1068)
H (3.7219, -2.1162, -0.0542)
H (1.3064, 1.8120, -2.2595)
H (0.3314, 1.2725, -0.9280)
H (1.0204, -0.3493, -3.4042)
H (-0.4263, 0.5496, -3.1832)
H (-0.7458, -1.8426, -2.7696)
H (0.3993, -1.8412, -1.4882)
H (-1.8418, 0.4034, 0.2323)
H (3.7977, 1.6070, -0.6705)
H (3.4097, 0.5088, 0.6517)
H (1.4680, 2.7260, 0.0413)
H (2.9821, 3.0834, 0.7945)
O (-3.1356, 0.4389, 1.9167)
H (-2.3230, -0.0093, 2.1814)
H (-3.7524, 0.1971, 2.6163)
O (-0.9774, -4.0111, -2.5075)
H (-1.0902, -4.8160, -3.0372)
H (-1.6446, -4.0932, -1.8146)
O (-4.6166, 2.6973, 0.6366)
H (-3.8667, 2.1722, 0.9422)
H (-5.3317, 2.4841, 1.2427)
O (1.2955, -4.0356, -0.6973)
H (1.1267, -4.7634, -0.0929)
H (0.5305, -4.0052, -1.3009)
O (5.5083, -2.2199, 0.8968)
H (6.4202, -1.9309, 1.0042)
H (5.4061, -2.9298, 1.5400)
O (-4.9275, 1.5925, -2.4627)
H (-4.3867, 2.3843, -2.5471)
H (-5.1273, 1.5931, -1.5205)
O (-2.0841, 1.0422, 4.4168)
H (-2.1775, 1.8080, 3.8412)
H (-1.4879, 1.3363, 5.1189)
O (-1.3555, -6.2326, -4.7409)
H (-0.7464, -6.9711, -4.8376)
H (-2.1611, -6.5191, -5.1823)
O (-1.1183, 2.0819, 7.3312)
H (-0.3156, 1.6454, 7.6338)
H (-1.8035, 1.7761, 7.9339)
O (-3.2880, 4.2877, -1.9997)
H (-2.7750, 5.1000, -1.9871)
H (-3.6384, 4.1907, -1.1051)

Results
**Net charge**: +1
**Spin multiplicity**: 1
**HOMO level**: -0.447 Ha
**Orbital gap**: 9.24 eV

Charges computed using Löwdin, reported in e:
1. N 0.262
2. C -0.395
3. N 0.143
4. N -0.027
5. C -0.123
6. C -0.143
7. C -0.101
8. C -0.503
9. O 0.158
10. O -0.003
11. C -0.132
12. C -0.195
13. C -0.810
14. F 0.013
15. Br 0.991
16. C -0.956
17. F 0.010
18. F 0.065
19. Br 0.889
20. H 0.150
21. H 0.146
22. H 0.065
23. H 0.069
24. H 0.135
25. H 0.101
26. H 0.100
27. H 0.139
28. H 0.108
29. H 0.087
30. H 0.096
31. H 0.135
32. H 0.113
33. H 0.104
34. H 0.105
35. O -0.056
36. H 0.026
37. H 0.069
38. O -0.044
39. H 0.037
40. H 0.073
41. O -0.045
42. H 0.004
43. H 0.051
44. O -0.057
45. H 0.067
46. H 0.013
47. O -0.051
48. H 0.055
49. H 0.056
50. O -0.061
51. H -0.006
52. H 0.007
53. O -0.072
54. H 0.022
55. H 0.014
56. O -0.043
57. H 0.047
58. H 0.051
59. O -0.047
60. H 0.043
61. H 0.047
62. O -0.053
63. H 0.039
64. H 0.018



# 3
Here is 2 unconnected molecules or ions with the total composition C11H11NO2 in a non-equilibrium geometry from OMol25. Energies are from the ωB97M-V functional and the def2-TZVPD basis.

Atoms and positions in Å:
C (2.5217, -2.1738, 1.3145)
C (2.1996, -0.9730, 1.8615)
C (1.7270, -2.8326, 0.3950)
C (1.0286, -0.3237, 1.4390)
C (0.5867, -2.2279, -0.0357)
C (0.2652, -0.9155, 0.4123)
C (-0.2068, 3.5996, -1.7124)
C (-1.2854, 1.7255, -2.1190)
C (-0.9561, -0.3144, -0.0678)
C (-0.4216, 1.5872, -0.8634)
C (-1.9969, -0.1218, 0.9357)
N (0.2796, 2.6842, -0.7520)
O (0.1940, 4.7266, -1.6935)
O (-1.0203, 3.0034, -2.5988)
H (3.4547, -2.4959, 1.8079)
H (2.7759, -0.4445, 2.5671)
H (1.8358, -3.7837, 0.0400)
H (0.5497, 0.6189, 1.7811)
H (-0.0664, -2.7160, -0.6015)
H (-0.9952, 1.0879, -3.0008)
H (-2.3430, 1.6744, -1.8629)
H (-1.4154, -0.7267, -1.0386)
H (-1.4596, 0.2043, 1.8914)
H (-2.3702, -1.2228, 1.3105)
H (-2.8815, 0.3603, 0.5905)

Results
**Relative energy (zero: lowest compared OMol25 entry of this formula, charge and spin)**: 117.75 kcal/mol
**Spin multiplicity**: 1
**HOMO level**: -0.336 Ha
**Orbital gap**: 9.26 eV

Charges computed using Löwdin, reported in e:
1. C -0.089
2. C -0.080
3. C -0.064
4. C -0.012
5. C -0.019
6. C -0.253
7. C -0.575
8. C -0.179
9. C -0.183
10. C -0.001
11. C -0.097
12. N 0.160
13. O 0.129
14. O 0.037
15. H 0.117
16. H 0.095
17. H 0.081
18. H 0.122
19. H 0.069
20. H 0.153
21. H 0.126
22. H 0.146
23. H 0.100
24. H 0.154
25. H 0.062



# 4
Here is 2 unconnected molecules or ions with the total composition C7H5NO4 in a non-equilibrium geometry from OMol25. Energies are from the ωB97M-V functional and the def2-TZVPD basis.

Atoms and positions in Å:
C (0.5135, 1.0650, 1.0285)
C (-0.2139, 1.6346, 1.9546)
C (-1.6595, 0.7119, 0.6224)
C (-0.3425, 0.4334, 0.1874)
C (0.0388, -0.3777, -0.9317)
C (0.6231, -3.9530, -2.0390)
C (1.1421, -3.6522, -0.7171)
N (1.2913, -3.1931, 0.3452)
O (1.1271, -4.6664, -2.8391)
O (-0.7451, -1.1149, -1.5434)
O (1.6481, -2.7302, 1.3981)
O (-1.5416, 1.4280, 1.6758)
H (1.5730, 1.0499, 0.7758)
H (-0.2226, 2.3084, 2.8290)
H (-2.6582, 0.3425, 0.2569)
H (1.1582, -0.2677, -1.2486)
H (-0.2808, -3.3866, -2.1246)

Results
**Relative energy (zero: lowest compared OMol25 entry of this formula, charge and spin)**: 136.35 kcal/mol
**SMILES**: O=CC#[N+][O-].O=Cc1ccoc1
**Spin multiplicity**: 1
**HOMO level**: -0.346 Ha
**Orbital gap**: 9.14 eV

Charges computed using Löwdin, reported in e:
1. C -0.055
2. C -0.076
3. C -0.041
4. C -0.224
5. C -0.216
6. C -0.254
7. C 0.087
8. N -0.104
9. O 0.104
10. O 0.005
11. O 0.037
12. O 0.034
13. H 0.139
14. H 0.146
15. H 0.168
16. H 0.154
17. H 0.096



Quick rundown of M, same order as above: 446.6; 594.2; 189.2; 167.1 g/mol